{
  "formula": "C63H50CdGeN8O4S",
  "method": "ωB97M-V with the def2-TZVPD basis set",
  "total_charge": -2,
  "de_lowest_kcal_mol": 169.0,
  "homo_lumo_gap_ev": [5.76, 5.64],
  "homo_energy_ev": [-2.318, -2.308],
  "lumo_ev": [3.44, 3.33],
  "elements": ["Cd", "N", "C", "S", "N", "N", "C", "C", "C", "C", "C", "C", "C", "C", "C", "C", "C", "C", "N", "H", "H", "H", "H", "H", "H", "H", "H", "H", "H", "H", "O", "C", "O", "C", "C", "C", "N", "C", "C", "C", "C", "C", "C", "C", "N", "C", "C", "C", "C", "C", "N", "H", "H", "H", "H", "H", "H", "H", "H", "H", "H", "O", "C", "O", "C", "C", "Ge", "C", "C", "C", "C", "C", "C", "C", "C", "C", "C", "C", "C", "C", "C", "C", "C", "C", "C", "H", "H", "H", "H", "H", "H", "H", "H", "H", "H", "H", "H", "H", "H", "H", "H", "H", "H", "H", "N", "C", "C", "C", "C", "C", "C", "C", "C", "C", "C", "C", "C", "C", "H", "H", "H", "H", "H", "H", "H", "H", "H", "H"],
  "positions_angstrom": [[-1.2635, 0.0200, -1.8559], [-5.4776, -3.1371, -2.9110], [-4.6502, -2.3961, -2.0683], [-5.0151, -0.7488, -1.7943], [-3.7145, -3.1079, -1.4820], [-2.7317, -2.3779, -0.9293], [-2.3719, -2.6626, 0.2655], [-3.1342, -3.6257, 1.1174], [-4.0642, -3.1459, 2.0359], [-4.8475, -4.0230, 2.7768], [-4.7124, -5.3947, 2.6018], [-3.7939, -5.8829, 1.6799], [-3.0156, -5.0023, 0.9400], [-1.1721, -1.9335, 0.7922], [-0.5417, -2.8074, 3.3100], [0.6861, -1.9036, 3.5514], [0.9988, -0.5139, 1.8617], [0.2911, -0.0184, 0.6420], [-0.8767, -0.8157, 0.2659], [-6.0496, -2.5396, -3.4827], [-5.0009, -3.8738, -3.4094], [-4.1783, -2.0726, 2.1515], [-5.5696, -3.6346, 3.4862], [-5.3314, -6.0792, 3.1705], [-3.6988, -6.9513, 1.5238], [-2.3142, -5.3778, 0.2031], [-0.3282, -3.8298, 3.6177], [1.3487, -2.1512, 4.3809], [2.0071, -0.1110, 1.8488], [1.0004, -0.0848, -0.1893], [-2.6310, 5.0635, -6.5716], [-2.2801, 3.9083, -6.9028], [-1.9699, 3.4362, -8.0188], [-2.2355, 2.8947, -5.7365], [-1.8918, 1.5675, -5.9620], [-1.8219, 0.6965, -4.8864], [-2.1099, 1.1082, -3.6571], [-2.4647, 2.3656, -3.4168], [-2.5232, 3.2950, -4.4436], [-2.7276, 2.7117, -1.9717], [-3.2223, 3.9820, -1.6209], [-3.3471, 4.3214, -0.2521], [-3.0302, 3.4172, 0.6978], [-2.5939, 2.0358, 0.3374], [-2.4656, 1.7918, -1.0845], [-1.3707, -0.7350, -4.9909], [-0.7333, -1.2161, -6.1246], [-0.2573, -2.5161, -6.1200], [-0.4478, -3.3062, -4.9993], [-1.1206, -2.7547, -3.9199], [-1.5679, -1.5058, -3.9162], [-1.6747, 1.2751, -6.9805], [-2.7711, 4.3360, -4.2840], [-3.5101, 4.6887, -2.3855], [-3.6913, 5.3116, 0.0235], [-3.0692, 3.6477, 1.7569], [-3.3523, 1.3194, 0.6775], [-0.5838, -0.5754, -6.9844], [0.2717, -2.9029, -6.9829], [-0.0689, -4.3189, -4.9513], [-1.3125, -3.3253, -3.0171], [-1.4559, 1.7124, 1.1438], [-0.1013, 1.5244, 0.5443], [-0.0597, 1.8872, -0.7241], [0.8509, 2.4249, 1.3935], [0.6303, 2.5729, 2.9252], [1.3416, 1.1251, 4.0436], [0.3436, -0.4000, 3.3161], [-1.0960, -0.0478, 3.4591], [-2.0656, -0.9622, 3.8528], [-1.8298, -2.3208, 3.8692], [-0.2633, -2.7059, 1.7383], [1.0885, -2.0254, 2.0436], [3.2579, 1.0052, 3.6152], [3.9537, -0.2054, 3.7078], [5.2556, -0.3266, 3.2384], [5.8924, 0.7707, 2.6680], [5.2294, 1.9900, 2.5973], [3.9233, 2.1026, 3.0665], [1.3079, 1.3576, 5.9822], [2.1639, 2.2652, 6.6076], [2.2443, 2.3270, 7.9932], [1.4765, 1.4703, 8.7756], [0.6273, 0.5547, 8.1684], [0.5447, 0.4994, 6.7800], [0.7094, 3.4054, 0.9345], [1.8698, 2.1160, 1.1411], [-0.4435, 2.6666, 3.1068], [1.0755, 3.5097, 3.2760], [-1.4077, 0.9604, 3.2273], [-3.0550, -0.5870, 4.1026], [-2.5909, -3.0273, 4.1763], [-0.1651, -3.6986, 1.3015], [1.9871, -2.5318, 1.6924], [3.4621, -1.0763, 4.1351], [5.7692, -1.2805, 3.3017], [6.8927, 0.6708, 2.2635], [5.7203, 2.8506, 2.1544], [3.4123, 3.0575, 2.9772], [2.7818, 2.9274, 6.0067], [2.9133, 3.0364, 8.4655], [1.5418, 1.5168, 9.8560], [0.0344, -0.1211, 8.7741], [-0.1230, -0.2176, 6.3066], [0.8154, -0.5732, -2.6068], [1.8810, 0.0220, -2.8928], [3.1404, -0.7843, -3.2338], [3.3359, -2.0271, -2.6359], [4.4495, -2.8009, -2.9359], [5.3868, -2.3509, -3.8633], [5.1986, -1.1175, -4.4747], [4.0900, -0.3375, -4.1527], [2.0880, 1.5290, -2.8687], [3.0580, 2.0836, -2.0353], [3.1923, 3.4618, -1.9209], [2.3703, 4.3066, -2.6605], [1.4261, 3.7614, -3.5237], [1.2922, 2.3811, -3.6243], [2.5790, -2.3710, -1.9369], [4.5902, -3.7599, -2.4464], [6.2525, -2.9572, -4.1083], [5.9202, -0.7565, -5.2010], [3.9531, 0.6309, -4.6235], [3.6959, 1.4258, -1.4525], [3.9369, 3.8797, -1.2496], [2.4604, 5.3830, -2.5595], [0.7836, 4.4077, -4.1140], [0.5555, 1.9561, -4.2964]],
  "atomic_forces_ev_per_a": [[0.55, -0.66, -0.17], [-0.15, 0.07, 0.05], [-0.02, -0.15, 0.09], [0.11, -0.06, -0.08], [-0.35, 0.00, -0.48], [0.54, 0.33, 0.40], [0.12, 0.16, 0.09], [-0.02, -0.08, -0.09], [-0.10, 0.02, -0.10], [0.04, -0.02, -0.08], [0.03, 0.07, -0.02], [0.02, 0.06, 0.01], [0.08, 0.00, 0.11], [0.19, -0.25, -0.17], [-0.15, 0.14, -0.07], [0.00, 0.10, -0.32], [-0.38, -0.10, 0.10], [-0.40, -0.03, 0.07], [0.33, 0.24, 0.35], [-0.02, 0.01, -0.08], [0.03, 0.01, 0.03], [-0.03, -0.12, -0.04], [0.01, 0.00, -0.03], [0.02, 0.00, 0.00], [0.01, 0.01, 0.00], [-0.06, 0.01, 0.00], [-0.03, -0.07, 0.01], [-0.05, -0.02, 0.03], [0.06, 0.17, 0.12], [-0.03, -0.13, -0.07], [0.16, -0.32, -0.23], [-0.11, 0.17, -0.17], [-0.09, 0.23, 0.28], [0.06, -0.11, -0.10], [0.02, 0.03, -0.10], [0.03, -0.22, 0.02], [-0.05, 0.20, 0.03], [-0.05, -0.02, 0.16], [-0.12, 0.14, 0.13], [-0.03, -0.30, 0.02], [-0.08, 0.26, 0.15], [-0.06, 0.02, -0.17], [0.05, -0.01, -0.02], [0.33, 0.03, 0.13], [-0.12, 0.41, 0.09], [-0.19, 0.10, 0.21], [0.08, 0.02, -0.17], [0.02, -0.05, -0.03], [-0.01, 0.01, -0.04], [-0.07, 0.12, 0.00], [-0.03, 0.13, -0.17], [-0.01, 0.00, 0.02], [0.01, -0.06, -0.06], [0.06, -0.02, 0.03], [0.04, 0.01, -0.03], [-0.02, 0.00, -0.07], [-0.21, -0.11, -0.05], [0.02, -0.03, 0.06], [0.00, 0.01, 0.01], [-0.03, 0.01, 0.00], [0.01, 0.04, 0.00], [-0.13, -0.22, -0.09], [0.22, 0.24, -0.62], [-0.04, -0.12, 0.47], [-0.22, 0.01, 0.15], [0.03, 0.04, -0.10], [0.13, 0.24, -0.25], [0.14, -0.18, -0.14], [-0.10, -0.17, 0.03], [0.12, -0.05, 0.05], [0.21, 0.02, 0.05], [-0.05, 0.21, 0.27], [-0.08, 0.01, 0.19], [0.12, -0.16, -0.12], [0.01, 0.09, 0.04], [-0.01, 0.05, 0.02], [-0.11, 0.04, 0.03], [0.00, -0.05, 0.05], [0.09, -0.05, 0.02], [-0.18, -0.22, 0.18], [-0.08, 0.00, 0.07], [-0.06, -0.04, -0.01], [0.00, 0.02, -0.08], [0.02, 0.03, -0.09], [0.00, 0.11, 0.00], [0.01, 0.01, -0.02], [0.03, 0.02, 0.07], [0.14, 0.08, 0.03], [0.03, 0.02, -0.07], [0.05, -0.11, 0.08], [0.04, -0.01, -0.02], [0.10, 0.10, 0.00], [0.00, -0.09, 0.00], [-0.03, 0.00, 0.00], [0.03, 0.05, -0.06], [-0.04, 0.05, -0.02], [-0.01, 0.01, 0.04], [-0.04, -0.06, 0.02], [0.02, -0.09, -0.05], [-0.01, -0.06, 0.04], [0.00, 0.01, 0.00], [0.01, 0.00, 0.00], [0.00, 0.02, -0.02], [0.06, 0.05, 0.05], [0.01, -0.08, 0.07], [-0.05, -0.10, 0.11], [-0.05, 0.18, 0.00], [0.02, -0.10, 0.04], [-0.04, 0.06, -0.03], [-0.08, 0.04, 0.01], [-0.07, 0.01, 0.04], [0.02, -0.02, 0.04], [0.05, -0.17, -0.07], [-0.03, 0.09, -0.02], [-0.05, -0.03, -0.04], [-0.03, -0.09, 0.00], [0.00, -0.06, 0.04], [-0.02, 0.07, 0.00], [0.03, 0.03, -0.06], [-0.01, 0.04, -0.03], [-0.02, 0.02, 0.02], [-0.04, -0.02, 0.02], [0.02, -0.03, 0.04], [0.00, 0.01, 0.00], [-0.05, -0.03, -0.01], [0.01, -0.04, -0.03], [0.05, -0.05, 0.04], [-0.05, 0.01, 0.04]],
  "mulliken_charge": [3.520, -0.585, 0.252, -0.491, -1.592, 1.299, -1.061, 0.181, 0.057, -0.842, -0.426, -0.817, 0.010, -1.143, -0.199, -0.344, -0.909, 0.826, 0.560, 0.240, 0.239, 0.575, 0.422, 0.381, 0.390, 0.474, 0.634, 0.211, 1.778, -0.307, -0.754, 0.444, -0.756, -0.736, -0.707, 0.807, 0.389, 0.595, -0.919, 0.687, -1.029, -0.683, -1.536, -0.358, 0.675, 0.146, -1.166, -0.563, -0.928, -0.075, 0.228, 0.494, 0.491, 0.471, 0.414, 0.460, 0.371, 0.364, 0.390, 0.423, 0.345, -0.031, 0.551, -0.981, -1.337, -1.502, 1.760, 1.309, -1.400, -0.833, -1.352, -0.338, -1.356, 0.027, 0.037, -0.777, -0.495, -0.614, 0.054, 0.025, -0.324, -0.729, -0.443, -0.729, -0.235, 0.521, 0.070, 0.510, 0.554, 0.273, 0.418, 0.640, 0.963, 0.462, 0.286, 0.410, 0.371, 0.392, 0.234, 0.367, 0.382, 0.358, 0.392, 0.219, -0.655, -1.238, 0.187, -0.228, -0.724, -0.389, -0.720, -0.084, 0.134, 0.005, -0.781, -0.497, -0.651, 0.034, 0.453, 0.384, 0.360, 0.381, 0.410, 0.546, 0.360, 0.365, 0.472, 0.448]
}



{
  "formula": "C22H22MoN5OS8",
  "method": "ωB97M-V with the def2-TZVPD basis set",
  "total_charge": -1,
  "homo_lumo_gap_ev": [5.41, 5.36],
  "homo_energy_ev": [-4.402, -4.416],
  "lumo_ev": [1.01, 0.94],
  "elements": ["Mo", "C", "C", "N", "N", "C", "S", "S", "C", "C", "C", "C", "C", "C", "C", "C", "C", "C", "C", "C", "C", "O", "H", "H", "H", "H", "H", "H", "H", "H", "H", "H", "H", "H", "H", "H", "N", "C", "C", "N", "H", "H", "H", "H", "H", "H", "H", "H", "S", "C", "S", "C", "C", "S", "S", "S", "S", "C", "N"],
  "positions_angstrom": [[0.0615, -0.7745, -1.6802], [2.3486, -2.0856, 0.3377], [1.4487, -0.8867, 0.1675], [0.1345, -0.9965, 0.4103], [-0.5221, -0.1303, 1.1727], [-1.5664, 0.4437, 0.7114], [-2.0804, 0.3268, -0.9462], [-2.5445, 1.4051, 1.8294], [-1.6631, 3.0170, 1.5910], [-1.0797, 3.4489, 2.8887], [-1.6882, 4.4596, 3.6198], [-1.2168, 4.8040, 4.8735], [-0.1287, 4.1359, 5.4077], [0.5059, 3.1510, 4.6678], [0.0355, 2.8091, 3.4142], [2.0203, 0.4575, 0.4220], [2.8615, 0.8181, 1.4583], [3.1952, 2.1496, 1.6515], [2.6887, 3.1250, 0.8064], [1.8602, 2.7890, -0.2447], [1.5261, 1.4470, -0.4626], [0.8067, 1.0575, -1.4790], [1.7733, -3.0105, 0.3356], [2.8754, -1.9908, 1.2877], [3.1006, -2.1252, -0.4507], [-2.4037, 3.7227, 1.2193], [-0.9025, 2.8339, 0.8355], [-2.5438, 4.9694, 3.2009], [-1.7064, 5.5871, 5.4362], [0.2260, 4.3813, 6.3984], [1.3662, 2.6424, 5.0771], [0.5132, 2.0305, 2.8405], [3.2332, 0.0709, 2.1474], [3.8450, 2.4134, 2.4721], [2.9316, 4.1638, 0.9699], [1.4449, 3.5353, -0.9038], [-2.2053, -2.7813, -0.2159], [-3.1432, -3.4896, -1.0617], [-3.6132, -2.6110, -2.2218], [-2.4925, -2.2286, -3.0568], [-1.8928, -3.3747, 0.5446], [-2.6286, -1.9442, 0.1703], [-4.0341, -3.8416, -0.5102], [-2.6165, -4.3606, -1.4595], [-4.0653, -1.6986, -1.8225], [-4.3973, -3.1618, -2.7724], [-2.7819, -1.6131, -3.8099], [-2.0541, -3.0518, -3.4583], [3.7326, -6.3022, -5.1500], [2.9918, -5.0823, -4.3508], [1.5513, -5.3029, -3.3937], [1.3843, -3.6397, -2.8699], [2.3196, -2.7614, -3.3280], [2.3564, -1.1024, -2.8964], [3.5566, -3.4302, -4.3810], [0.1288, -3.2133, -1.7660], [-1.4147, 0.8586, -5.7931], [-0.9126, 0.2210, -4.4362], [-0.5241, -0.2863, -3.4450]],
  "atomic_forces_ev_per_a": [[0.79, -1.21, 2.30], [-0.11, -0.02, -0.22], [0.89, -0.06, 0.47], [-0.47, -0.09, -1.83], [-0.56, 0.64, 1.65], [-0.28, -0.25, -0.42], [1.10, -0.38, -0.15], [0.08, 0.27, 0.00], [-0.40, -0.44, -0.08], [-0.01, 0.28, 0.13], [0.01, -0.05, -0.09], [-0.01, 0.08, 0.18], [0.01, 0.12, 0.11], [0.05, -0.06, -0.03], [0.02, 0.00, 0.01], [-0.30, 0.29, -0.70], [-0.03, -0.03, 0.06], [0.19, -0.10, 0.15], [-0.06, 0.02, 0.02], [-0.27, -0.22, -0.20], [1.17, -0.07, 1.01], [-0.85, -0.42, -0.73], [0.04, 0.08, 0.04], [-0.01, 0.00, 0.16], [-0.05, 0.02, -0.02], [0.14, 0.10, -0.05], [0.00, 0.07, -0.07], [-0.12, 0.07, -0.03], [-0.02, 0.03, 0.05], [0.05, 0.06, 0.07], [0.09, -0.07, 0.02], [0.09, -0.17, -0.09], [0.02, -0.07, -0.02], [0.06, 0.11, 0.07], [0.06, 0.12, 0.05], [0.02, 0.12, -0.12], [-0.16, -0.06, 0.34], [-0.37, 0.14, -0.04], [-0.14, -0.37, 0.03], [-0.41, -0.03, -0.21], [0.05, 0.12, 0.01], [0.09, -0.10, 0.02], [0.13, -0.05, -0.21], [-0.10, -0.13, -0.07], [-0.04, -0.03, 0.01], [0.03, 0.09, 0.17], [0.01, -0.10, 0.04], [0.06, 0.19, -0.02], [0.15, -0.25, -0.17], [-0.20, 0.36, 0.23], [0.44, 0.27, -0.17], [0.93, 0.37, -0.41], [-0.50, -0.53, 0.07], [-0.30, 0.49, 0.22], [-0.49, -0.42, 0.22], [-0.15, 0.40, 0.04], [-0.29, 0.25, -0.53], [0.37, -0.25, 0.36], [-0.43, 0.85, -1.66]],
  "mulliken_charge": [-0.044, -1.878, 1.800, 0.115, -0.835, 0.183, -0.219, -0.217, -0.273, 0.326, -0.555, -0.559, -0.408, -0.724, 0.114, 0.521, -0.729, -0.803, -0.541, -0.657, 0.693, -0.292, 0.387, 0.481, 0.264, 0.523, -0.249, 0.356, 0.366, 0.364, 0.413, 0.406, 0.279, 0.430, 0.414, 0.494, -0.263, -0.675, -0.768, -0.254, 0.206, 0.096, 0.386, 0.363, 0.382, 0.374, 0.227, 0.136, -0.295, 0.133, -0.119, 0.171, 0.222, -0.220, -0.123, -0.268, -0.423, 0.586, -0.819]
}



In the order shown, the computed electronic energy values come out to -158166.963 -121209.952 eV.